Below is a cluster of 2 separate species, C9H11Cl3 in total, with properties calculated with ωB97M-V with the def2-TZVPD basis set.

- molecular weight (g mol⁻¹) = 225.5
- E_LUMO (eV) = -0.4382
- ΔE to the lowest compared entry with this formula, charge and spin (kJ/mol) = 184.54

XYZ file:
```
23
C9H11Cl3, DFT ωB97M-V with the def2-TZVPD basis set
C -1.472 -0.088 1.904
C -0.068 -0.208 2.368
C -1.860 -0.213 0.684
C 0.909 -0.414 1.466
C -0.822 -0.609 -0.342
C 0.636 -0.419 0.043
C -1.242 -0.047 -1.734
C 1.622 -1.096 -0.873
C 1.042 1.826 -0.451
Cl 1.167 2.042 -2.194
Cl -0.355 2.804 0.300
Cl 2.584 2.324 0.369
H -2.210 0.268 2.590
H 0.254 -0.276 3.484
H -2.883 0.022 0.236
H 1.875 -0.634 1.817
H -0.719 -1.746 -0.374
H -1.072 0.966 -1.660
H -2.276 -0.074 -1.855
H -0.634 -0.483 -2.628
H 2.627 -1.037 -0.513
H 1.282 -0.699 -1.735
H 1.615 -2.209 -0.900
```

Below is the ion C9H11ClFN2 with charge +1, with properties calculated with ωB97M-V with the def2-TZVPD basis set.

- molecular weight (g mol⁻¹) = 201.7
- E_LUMO (eV) = -3.3280
- total charge = +1
- ΔE to the lowest compared entry with this formula, charge and spin (kJ/mol) = 20.75

XYZ file:
```
24
C9H11ClFN2, DFT ωB97M-V with the def2-TZVPD basis set
C 2.007 -1.015 0.946
C 1.929 0.626 -0.931
C 3.340 -0.905 0.960
C 3.322 0.782 -0.794
C 1.261 -0.257 -0.053
C 3.962 -0.109 0.044
C -1.249 0.397 0.291
C -2.968 -0.963 -0.605
C -3.512 1.200 0.413
N -2.525 0.217 0.105
N -0.144 -0.489 -0.149
F -0.809 1.475 0.890
Cl 5.715 -0.063 0.214
H 1.571 -1.534 1.751
H 1.383 1.139 -1.634
H 3.873 -1.491 1.817
H 3.897 1.325 -1.533
H -2.947 -0.735 -1.669
H -2.357 -1.868 -0.456
H -3.985 -1.090 -0.335
H -3.013 1.997 0.982
H -3.814 1.785 -0.498
H -4.410 0.872 0.923
H -0.527 -1.295 -0.680
```

Below is the molecule C9H11ClN3P, with properties calculated with ωB97M-V with the def2-TZVPD basis set.

- molecular weight (g mol⁻¹) = 227.6
- E_LUMO (spin up / spin down) (eV) = -1.1815 / -1.1822
- ΔE to the lowest compared entry with this formula, charge and spin (kJ/mol) = 172.02

XYZ file:
```
25
C9H11ClN3P, DFT ωB97M-V with the def2-TZVPD basis set
C 4.706 0.562 -0.591
C 3.692 1.206 -1.274
C 4.366 -0.430 0.365
C 2.369 1.018 -0.891
C 3.027 -0.762 0.625
C 1.980 0.114 0.129
C -2.161 0.434 1.000
C -3.070 0.368 -0.210
C -3.657 -1.048 -0.407
N -2.323 0.691 -1.421
N -1.233 1.300 -1.251
N 0.842 -0.066 0.782
P -0.613 1.151 0.307
Cl -0.210 2.865 1.048
H 5.799 0.778 -0.919
H 3.801 1.892 -2.085
H 5.252 -0.864 0.715
H 1.462 1.508 -1.381
H 2.604 -1.592 1.321
H -2.395 0.947 2.016
H -1.936 -0.668 1.316
H -3.922 1.231 -0.041
H -2.916 -1.604 -1.129
H -4.583 -0.936 -0.731
H -3.701 -1.495 0.542
```

Below is a structure of composition C9H11CoO6, with properties calculated with ωB97M-V with the def2-TZVPD basis set.

- spin multiplicity = 4
- molecular weight (g mol⁻¹) = 274.1
- E_LUMO (spin up / spin down) (eV) = -5.0706 / -8.1726
- ⟨S²⟩ = 3.7862
- total charge = +1

XYZ file:
```
27
C9H11CoO6, DFT ωB97M-V with the def2-TZVPD basis set
O 1.411 0.660 -5.620
C 0.750 0.489 -4.719
Co -0.735 -1.544 -0.720
O -1.690 0.565 -2.572
C -1.165 -0.228 -1.891
C -1.894 -1.333 0.540
O -2.643 -1.178 1.397
C 0.646 -2.423 0.108
O 1.288 -3.102 0.811
C -1.144 -2.809 -1.713
O -1.527 -3.692 -2.343
H 0.506 -1.424 -1.565
C 2.150 0.063 2.150
C 0.630 0.190 2.010
O 0.464 0.486 0.622
C 0.160 1.801 0.183
C -1.294 2.188 0.505
H 2.572 -0.776 1.545
H 2.387 -0.112 3.205
H 2.612 0.999 1.787
H 0.195 -0.806 2.180
H 0.137 0.981 2.599
H 0.902 2.455 0.635
H 0.220 1.688 -0.898
H -1.437 2.086 1.597
H -1.445 3.229 0.175
H -2.054 1.545 -0.008
```

Below is the molecule C9H11F3N2, with properties calculated with ωB97M-V with the def2-TZVPD basis set.

- molecular weight (g mol⁻¹) = 204.2
- E_LUMO (eV) = 0.8653
- ΔE to the lowest compared entry with this formula, charge and spin (kJ/mol) = 105.98

XYZ file:
```
25
C9H11F3N2, DFT ωB97M-V with the def2-TZVPD basis set
C 2.064 0.716 -1.093
C 3.360 0.686 -0.568
C 1.997 -0.175 0.995
C 1.290 0.317 -0.044
C -2.399 -1.264 -0.577
C -1.194 -0.572 -1.284
C -1.864 -1.569 0.807
C -0.563 0.161 -0.059
C -0.884 1.689 0.109
N 3.333 0.109 0.681
N -1.051 -0.498 1.124
F -0.234 2.478 -0.772
F -2.291 2.025 0.081
F -0.520 2.097 1.358
H 1.785 1.244 -1.896
H 4.203 1.222 -1.081
H 1.820 -0.390 2.019
H -3.255 -0.675 -0.364
H -2.644 -2.088 -1.211
H -0.567 -1.293 -1.868
H -1.485 0.175 -2.157
H -2.589 -1.735 1.665
H -1.325 -2.556 0.786
H 4.189 0.007 1.310
H -1.174 -0.109 2.040
```

Below is a structure of composition C9H11F6N3O5S2, with properties calculated with ωB97M-V with the def2-TZVPD basis set.

- molecular weight (g mol⁻¹) = 419.3
- E_LUMO (eV) = -3.0348

XYZ file:
```
36
C9H11F6N3O5S2, DFT ωB97M-V with the def2-TZVPD basis set
O -1.285 -5.807 -0.144
C -0.050 -5.408 0.501
C -0.367 -4.089 1.327
C 0.641 -2.917 1.086
C 0.517 -2.261 -0.344
C 1.480 -1.183 -0.609
C 1.350 -0.632 -1.976
C 0.302 -1.289 -2.721
N -0.530 -2.256 -2.317
N -0.438 -2.769 -1.105
H -1.306 -5.352 -1.000
H 0.668 -5.109 -0.307
H 0.311 -6.251 1.126
H -0.254 -4.377 2.411
H -1.436 -3.772 1.232
H 1.708 -3.176 1.300
H 0.340 -2.092 1.793
H 2.231 -0.799 0.106
H 2.011 0.173 -2.355
H 0.164 -0.946 -3.775
H -1.257 -2.623 -2.937
C -1.871 2.971 -1.093
F -2.036 1.934 -1.941
F -2.076 4.091 -1.803
F -2.868 2.904 -0.196
S -0.225 2.952 -0.297
O 0.707 3.047 -1.397
O -0.189 1.695 0.423
N -0.407 4.250 0.579
S 0.862 4.606 1.471
O 2.028 5.060 0.758
O 1.127 3.717 2.574
C 0.181 6.115 2.249
F -0.941 5.861 2.947
F -0.143 7.050 1.337
F 1.050 6.681 3.097
```

| no. | E (eV) |
| --- | --- |
| 1 | -47074.681 |
| 2 | -27723.872 |
| 3 | -35788.579 |
| 4 | -59408.552 |
| 5 | -20641.937 |
| 6 | -62189.831 |